P) Computed, not measured: the molecule C9H10NO2P, with wB97M-V/def2-TZVPD.

Computed properties:
HOMO-LUMO gap   5.73 eV
HOMO   -7.60 eV
Total charge   0
LUMO   -1.87 eV

Each line ends with the natural charge from an NBO analysis.
Element x y z (Å)
P (-0.959, -2.410, -0.317)  1.32
O (0.509, -1.947, -0.619)  -0.75
O (-1.562, 2.502, -0.465)  -0.63
N (-0.853, 0.305, -0.569)  -0.68
C (-1.102, -1.801, 1.461)  -0.99
C (2.686, 1.430, 0.147)  -0.18
C (1.223, -0.878, -0.236)  0.19
C (2.619, -0.929, -0.176)  -0.22
C (-3.257, 0.674, -0.823)  -0.70
C (1.284, 1.550, -0.027)  -0.25
C (0.470, 0.379, -0.232)  0.15
C (3.382, 0.229, -0.081)  -0.25
C (-1.825, 1.300, -0.590)  0.67
H (-1.923, -1.119, 1.305)  0.26
H (-3.114, -0.291, -1.317)  0.22
H (-1.452, -2.566, 2.124)  0.24
H (-3.765, 1.458, -1.338)  0.24
H (-0.134, -1.334, 1.560)  0.26
H (-3.635, 0.562, 0.202)  0.22
H (3.029, -1.943, -0.335)  0.22
H (0.730, 2.403, 0.249)  0.25
H (3.266, 2.292, 0.335)  0.21
H (4.381, 0.134, -0.256)  0.21

---

Q) Computed, not measured: a structure of composition C9H10NO2P, with wB97M-V/def2-TZVPD.

Computed properties:
HOMO-LUMO gap   7.99 eV
HOMO   -7.50 eV
Total charge   0
LUMO   0.49 eV

Each line ends with the natural charge from an NBO analysis.
Element x y z (Å)
P (-0.663, 0.677, -2.122)  1.48
O (-1.802, -0.457, -2.047)  -0.97
O (0.526, -0.440, -1.765)  -0.83
N (-0.484, 1.852, -0.127)  -0.57
C (-0.744, 0.690, 0.524)  0.12
C (0.425, -1.336, 1.254)  -0.18
C (0.479, -0.032, 0.818)  -0.08
C (-1.981, 0.144, 0.793)  -0.29
C (1.565, 0.740, 0.112)  -0.29
C (-1.979, -1.167, 1.281)  -0.19
C (-0.831, -1.968, 1.364)  -0.29
C (0.999, 2.115, -0.049)  -0.25
C (1.784, 0.053, -1.260)  -0.06
H (-0.815, -2.910, 1.916)  0.22
H (-2.939, -1.636, 1.315)  0.21
H (-2.863, 0.712, 0.811)  0.23
H (1.335, 2.707, -0.860)  0.21
H (2.574, 0.797, 0.415)  0.23
H (1.170, 2.482, 0.962)  0.21
H (2.393, -0.888, -1.287)  0.21
H (2.119, 0.925, -1.872)  0.18
H (1.249, -2.005, 1.191)  0.21
H (-1.518, -1.054, -1.365)  0.52

---

Short version: Q) is the most stable of them.

---

P) Computed, not measured: a cluster of 2 separate species, C8H11N3O in total, with wB97M-V/def2-TZVPD.

Computed properties:
HOMO-LUMO gap   10.31 eV
HOMO   -9.80 eV
Total charge   0
LUMO   0.51 eV

Each line ends with the natural charge from an NBO analysis.
Element x y z (Å)
O (3.094, -0.460, -1.075)  -0.61
N (1.178, 0.660, -0.628)  -0.39
N (2.486, -3.032, 0.255)  -0.73
N (4.015, 2.105, 0.907)  -0.26
C (-0.445, 0.939, 1.259)  -0.42
C (-1.342, -0.014, 0.452)  -0.41
C (-0.538, -1.076, -0.352)  -0.42
C (1.858, -3.348, 1.194)  0.27
C (3.341, 1.349, 0.347)  0.19
C (0.312, -0.265, -1.372)  -0.23
C (0.446, 1.648, 0.210)  -0.22
C (2.512, 0.469, -0.515)  0.58
H (1.018, -0.952, -2.057)  0.25
H (-1.922, 0.367, -0.394)  0.20
H (1.017, 2.281, 0.790)  0.23
H (-1.991, -0.607, 0.984)  0.21
H (-1.198, 1.546, 1.631)  0.23
H (-0.236, 0.458, -1.910)  0.20
H (3.137, -2.937, -0.522)  0.47
H (-0.001, -1.741, 0.404)  0.23
H (-1.014, -1.830, -0.997)  0.22
H (0.210, 0.389, 1.950)  0.22
H (-0.088, 2.073, -0.595)  0.20

---

Q) Computed, not measured: the molecule C8H11N3O, with wB97M-V/def2-TZVPD.

Computed properties:
HOMO-LUMO gap   8.83 eV
HOMO   -7.92 eV
Total charge   0
LUMO   0.91 eV

Each line ends with the natural charge from an NBO analysis.
Element x y z (Å)
O (-0.178, 1.560, -1.768)  -0.39
N (-0.174, 0.251, -1.242)  -0.30
N (-0.582, -2.463, -1.085)  -0.28
N (0.238, -2.215, -0.056)  -0.45
C (0.113, -0.046, 2.930)  -0.22
C (-0.118, 1.339, 0.959)  -0.24
C (-0.008, 0.176, 0.102)  0.09
C (0.294, -1.139, 2.078)  -0.26
C (1.098, 2.161, -2.038)  -0.26
C (-0.153, 1.197, 2.333)  -0.21
C (-1.574, -1.860, -1.548)  -0.15
C (0.205, -1.026, 0.767)  0.13
H (0.919, 3.171, -2.467)  0.21
H (-0.051, 2.285, 0.544)  0.22
H (0.318, -0.363, -1.883)  0.38
H (1.564, 1.392, -2.709)  0.17
H (0.443, -1.987, 2.649)  0.21
H (-1.960, -2.460, -2.537)  0.18
H (1.700, 2.306, -1.223)  0.17
H (0.349, -3.048, 0.539)  0.38
H (-2.149, -0.989, -1.239)  0.19
H (0.161, -0.301, 4.005)  0.22
H (-0.454, 2.060, 2.888)  0.21

---

Short version: P) is the most stable of them.

---

P) Computed, not measured: a cluster of 3 separate species, C3H13N2O3 in total, with wB97M-V/def2-TZVPD.

Computed properties:
HOMO-LUMO gap   5.06 eV
HOMO   -14.02 eV
Total charge   +1
LUMO   -8.96 eV

Each line ends with the natural charge from an NBO analysis.
Element x y z (Å)
O (-1.155, 1.479, -1.785)  -1.00
O (0.517, 2.025, 0.062)  -1.07
O (-0.840, -1.365, -1.189)  -0.59
N (1.658, 0.070, -1.247)  -0.57
N (-0.675, -0.212, 0.884)  -0.30
C (1.324, -1.109, -0.489)  -0.17
C (-0.235, -1.220, 0.025)  0.23
C (-1.112, -0.480, 2.293)  -0.44
H (1.678, 0.912, -0.718)  0.45
H (1.860, -1.223, 0.501)  0.28
H (-0.894, 0.305, 3.026)  0.26
H (-0.280, -2.224, 0.564)  0.24
H (-1.468, 2.308, -2.263)  0.50
H (-0.497, 1.798, -0.905)  0.49
H (-0.425, 0.753, 0.660)  0.46
H (-0.439, -1.439, 2.548)  0.23
H (1.414, -2.054, -1.080)  0.27
H (0.274, 2.851, 0.428)  0.48
H (2.368, -0.026, -1.949)  0.43
H (-0.846, -0.438, -1.613)  0.54
H (-2.227, -0.712, 2.249)  0.28

---

Q) Computed, not measured: a cluster of 3 separate species, C3H13N2O3 in total, with wB97M-V/def2-TZVPD.

Computed properties:
HOMO-LUMO gap   11.04 eV
HOMO   -13.98 eV
Total charge   +1
LUMO   -2.94 eV

Each line ends with the natural charge from an NBO analysis.
Element x y z (Å)
O (-1.809, -0.138, -0.383)  -1.00
O (1.924, -1.693, -1.489)  -0.58
O (-2.097, 2.447, -0.971)  -0.99
N (0.538, -1.299, 1.076)  -0.50
N (0.857, 0.186, -2.229)  -0.81
C (1.058, -0.237, 0.205)  -0.34
C (1.350, -0.655, -1.301)  0.67
C (0.438, -0.739, 2.490)  -0.43
H (0.430, 0.646, 0.203)  0.25
H (-2.392, 2.902, -0.174)  0.50
H (-2.414, 0.615, -0.364)  0.51
H (1.065, -0.036, -3.190)  0.43
H (-1.741, -0.447, -1.296)  0.49
H (-0.425, -1.510, 0.798)  0.48
H (-1.647, 2.971, -1.642)  0.50
H (1.248, -2.018, 1.191)  0.46
H (1.244, -0.060, 2.751)  0.24
H (2.088, 0.008, 0.464)  0.24
H (-0.536, -0.327, 2.741)  0.25
H (0.444, -1.648, 3.116)  0.23
H (0.377, 1.035, -1.994)  0.41

---

Short version: Q) is the most stable of them.

---

P) Computed, not measured: the molecule C2H2FIO, with wB97M-V/def2-TZVPD.

Computed properties:
HOMO-LUMO gap   8.39 eV
HOMO   -9.65 eV
Total charge   0
LUMO   -1.26 eV

Each line ends with the natural charge from an NBO analysis.
Element x y z (Å)
I (-1.325, -1.416, -2.137)  0.39
F (1.428, 0.266, 1.520)  -0.33
O (-1.110, 0.273, -0.969)  -0.67
C (0.200, 0.310, -0.283)  0.02
C (0.212, 0.136, 1.002)  0.19
H (1.149, 0.392, -0.859)  0.21
H (-0.555, 0.038, 1.726)  0.19

---

Q) Computed, not measured: a cluster of 2 separate species, C2H2FIO in total, with wB97M-V/def2-TZVPD.

Computed properties:
HOMO-LUMO gap   9.35 eV
HOMO   -9.45 eV
Total charge   0
LUMO   -0.10 eV

Each line ends with the natural charge from an NBO analysis.
Element x y z (Å)
I (-3.184, -0.749, 0.259)  -0.08
F (0.819, -1.405, 0.399)  -0.32
O (0.466, 1.840, 0.086)  -0.43
C (0.964, 0.756, 0.068)  0.63
C (1.551, -0.381, -0.073)  -0.09
H (2.479, -0.659, -0.334)  0.21
H (-3.096, 0.597, -0.404)  0.08

---

Short version: Q) is the most stable of them.

---

P) Computed, not measured: a cluster of 2 separate species, C2H2N2O3S in total, with wB97M-V/def2-TZVPD.

Computed properties:
HOMO-LUMO gap (spin up / spin down)   9.38 / 6.62 eV
HOMO (spin up / spin down)   -10.54 / -9.21 eV
Total charge   0
LUMO (spin up / spin down)   -1.16 / -2.58 eV

Each line ends with the natural charge from an NBO analysis.
Element x y z (Å)
S (1.576, 1.258, 2.578)  0.83
O (0.965, 2.028, 3.670)  -0.77
O (-1.795, 0.054, -1.721)  -0.62
O (0.086, 0.658, 0.490)  -0.25
N (-0.060, -2.463, -2.901)  -0.20
N (0.245, -0.239, -0.453)  -0.01
C (-0.309, -1.563, -2.229)  0.19
C (-0.632, -0.595, -1.365)  0.33
H (-1.812, 0.849, -1.174)  0.50
H (1.736, 0.013, 3.104)  0.02

---

Q) Computed, not measured: the molecule C2H2N2O3S, with wB97M-V/def2-TZVPD.

Computed properties:
HOMO-LUMO gap   8.54 eV
HOMO   -9.49 eV
Total charge   0
LUMO   -0.95 eV

Each line ends with the natural charge from an NBO analysis.
Element x y z (Å)
S (1.979, -1.392, -0.344)  1.30
O (1.725, 2.432, 0.534)  -0.52
O (2.084, -1.592, 1.127)  -0.94
O (3.788, 0.592, -0.393)  -0.40
N (0.379, -0.667, -0.510)  -0.65
N (0.360, 0.656, -0.090)  -0.44
C (1.551, 1.281, 0.202)  0.54
C (2.665, 0.320, -0.240)  0.31
H (-0.344, -1.176, 0.104)  0.39
H (-0.407, 0.914, 0.492)  0.41

---

Short version: Q) is the most stable of them.

---

P) Computed, not measured: a structure of composition C29H27AsCl5MnNO6P, with wB97M-V/def2-TZVPD.

Computed properties:
Multiplicity   2
HOMO-LUMO gap (spin up / spin down)   7.33 / 7.45 eV
HOMO (spin up / spin down)   -10.03 / -10.13 eV
<S²>   0.82
Total charge   +1
LUMO (spin up / spin down)   -2.70 / -2.68 eV

Each line ends with the Mulliken spin population.
Element x y z (Å)
As (-1.337, -0.041, -0.011)  0.01
Mn (1.243, -0.126, -0.269)  0.95
Cl (5.289, 5.172, 1.146)  0.00
Cl (1.352, 4.902, -2.546)  0.00
Cl (0.787, 1.946, -1.662)  0.00
Cl (3.620, 6.538, -1.110)  0.00
Cl (4.702, 2.205, 1.962)  0.00
P (2.550, -0.848, -2.073)  -0.02
O (3.784, -1.790, -1.743)  0.00
O (0.835, -2.414, 0.355)  0.01
O (1.031, -0.755, 1.806)  0.00
O (1.832, -1.745, -3.191)  0.00
O (2.528, 1.001, 0.458)  0.00
O (3.202, 0.387, -2.824)  0.00
N (0.051, -4.188, 2.007)  0.00
C (-2.975, -0.412, -2.313)  0.00
C (-1.688, 2.592, 3.833)  0.00
C (-2.396, -0.855, 2.409)  0.01
C (2.784, 2.229, 0.089)  0.00
C (-3.315, -2.986, 3.052)  0.00
C (-4.546, 1.847, -1.963)  0.00
C (-1.035, 2.503, 1.516)  0.00
C (3.300, 4.911, -0.658)  0.01
C (-3.540, 1.562, -1.048)  0.00
C (3.791, 2.979, 0.726)  0.01
C (-1.465, 1.188, 1.468)  0.00
C (-1.999, 0.558, 2.598)  -0.01
C (-2.155, -1.372, 1.131)  0.00
C (-2.111, 1.273, 3.784)  0.00
C (-3.095, -3.484, 1.768)  0.00
C (2.065, 2.880, -0.917)  0.01
C (4.043, 4.293, 0.356)  0.00
C (4.247, 0.299, -3.813)  0.00
C (0.814, -1.944, 1.523)  -0.01
C (-4.775, 1.003, -3.038)  0.00
C (-2.500, -2.673, 0.804)  0.00
C (0.623, -1.249, -3.786)  0.01
C (0.479, -2.900, 2.655)  0.00
C (-2.757, 0.428, -1.224)  0.00
C (-3.990, -0.129, -3.215)  0.00
C (-2.969, -1.680, 3.375)  0.00
C (-1.153, 3.206, 2.708)  0.00
C (2.299, 4.192, -1.299)  0.00
C (4.024, -2.358, -0.452)  0.00
H (-2.524, 0.811, 4.672)  0.00
H (-4.162, -0.784, -4.059)  0.00
H (-3.377, 2.223, -0.207)  0.00
H (3.393, -3.235, -0.309)  0.00
H (-0.945, -4.349, 2.174)  0.00
H (-3.789, -3.611, 3.797)  0.00
H (1.336, -3.072, 3.301)  0.00
H (0.861, -0.520, -4.560)  0.00
H (-0.351, -2.503, 3.233)  0.00
H (-5.156, 2.731, -1.830)  0.00
H (-0.819, 4.234, 2.761)  0.00
H (-1.775, 3.147, 4.757)  0.00
H (4.982, -0.448, -3.524)  0.00
H (-3.425, -4.485, 1.512)  0.00
H (0.586, -4.996, 2.318)  0.00
H (-0.019, -0.788, -3.032)  0.00
H (-5.563, 1.228, -3.744)  0.00
H (-2.356, -1.289, -2.472)  0.00
H (3.833, -1.622, 0.331)  0.00
H (4.710, 1.280, -3.860)  0.00
H (5.071, -2.647, -0.433)  0.00
H (-3.172, -1.307, 4.370)  0.00
H (0.115, -2.104, -4.224)  0.00
H (0.204, -4.018, 0.983)  0.00
H (-0.606, 2.984, 0.646)  0.00
H (-2.338, -3.056, -0.198)  0.00
H (3.811, 0.048, -4.778)  0.00

---

Q) Computed, not measured: a structure of composition C29H27AsCl5MnNO6P, with wB97M-V/def2-TZVPD.

Computed properties:
Multiplicity   2
HOMO-LUMO gap (spin up / spin down)   8.01 / 8.29 eV
HOMO (spin up / spin down)   -10.45 / -10.46 eV
<S²>   1.09
Total charge   +1
LUMO (spin up / spin down)   -2.44 / -2.17 eV

Each line ends with the Mulliken spin population.
Element x y z (Å)
As (-0.506, -0.775, -0.567)  -0.05
Mn (0.454, 0.972, 0.814)  1.03
Cl (-3.832, 0.162, 6.501)  0.00
Cl (-1.350, -1.443, 5.476)  0.00
Cl (0.185, -0.461, 2.930)  0.00
Cl (-4.753, 2.702, 4.950)  0.00
Cl (-3.211, 3.611, 2.374)  0.00
P (0.659, 2.720, -0.920)  0.00
O (-0.964, 1.909, 1.708)  0.02
O (3.398, 1.220, 2.181)  0.00
O (2.269, -0.068, 0.785)  0.00
O (2.188, 2.533, -0.461)  0.01
O (0.409, 4.301, -0.926)  -0.01
O (0.779, 2.455, -2.495)  0.00
N (5.506, -0.262, 2.313)  0.00
C (-0.204, 4.932, 0.222)  -0.01
C (-2.496, 0.331, -4.088)  0.00
C (-0.891, -4.697, 0.519)  0.00
C (4.427, -0.837, 1.519)  0.00
C (1.658, -1.619, -2.428)  0.01
C (0.689, -1.957, -1.499)  0.00
C (-1.208, 0.397, 3.516)  0.01
C (-1.882, -0.346, -1.864)  0.01
C (-1.877, -4.739, 1.497)  0.00
C (2.265, -3.938, -2.591)  0.00
C (-1.517, 0.014, -3.156)  0.00
C (-1.195, -2.319, 0.358)  0.01
C (-2.169, -2.360, 1.342)  0.00
C (3.271, 0.146, 1.452)  -0.01
C (-3.224, -0.383, -1.505)  0.00
C (-3.835, 0.304, -3.727)  0.00
C (-1.880, -0.036, 4.650)  0.00
C (1.304, -4.274, -1.646)  0.00
C (2.447, -2.619, -2.982)  0.00
C (-3.395, 1.819, 4.398)  0.00
C (0.505, -3.284, -1.089)  -0.01
C (-1.598, 1.523, 2.782)  0.00
C (-0.026, 3.119, -3.483)  0.00
C (-2.985, 0.678, 5.101)  0.00
C (-0.540, -3.484, -0.059)  0.00
C (3.410, 2.908, -1.106)  0.00
C (-4.198, -0.053, -2.434)  0.00
C (-2.715, 2.228, 3.260)  0.00
C (-2.514, -3.578, 1.911)  0.00
H (-0.801, 4.220, 0.793)  0.00
H (4.719, -1.090, 0.499)  0.00
H (5.795, -0.856, 3.077)  0.00
H (0.010, 4.197, -3.347)  0.00
H (-1.056, 2.769, -3.433)  0.00
H (2.880, -4.715, -3.027)  0.00
H (4.026, 3.440, -0.385)  0.00
H (-3.519, -0.678, -0.505)  0.00
H (-5.242, -0.084, -2.151)  0.00
H (0.573, 5.355, 0.856)  0.00
H (-4.595, 0.552, -4.455)  0.00
H (-2.652, -1.449, 1.679)  0.00
H (4.031, -1.752, 1.960)  0.00
H (3.916, 2.004, -1.441)  0.00
H (4.273, 1.107, 2.647)  0.00
H (-2.149, -5.686, 1.943)  0.00
H (1.182, -5.308, -1.351)  0.00
H (-0.834, 5.734, -0.152)  0.00
H (6.322, -0.043, 1.757)  0.00
H (-0.402, -5.613, 0.214)  0.00
H (-3.274, -3.620, 2.680)  0.00
H (3.218, 3.549, -1.966)  0.00
H (1.801, -0.584, -2.721)  0.00
H (-2.210, 0.592, -5.099)  0.00
H (3.201, -2.372, -3.718)  0.00
H (-0.472, 0.026, -3.441)  0.00
H (0.399, 2.853, -4.447)  0.00

---

Short version: Q) is the most stable of them.